Entry 1:
9
Properties=species:S:1:pos:R:3:nbo_charge:R:1 method="wB97M-V/def2-TZVPD" e_homo_ev="-9.1959 / -9.2019" e_lumo_ev="-1.211 / -1.209" relative_energy_ev=3.735 multiplicity=1 total_energy_ev=-144730.2659
C -0.424 -1.176 -0.114 0.05
C 0.172 -0.323 -0.960 -0.35
C 1.162 -0.107 0.213 0.20
N 0.597 -1.032 1.040 -0.44
Br -2.293 1.850 0.876 -0.21
Br 2.951 0.735 0.530 0.07
H -1.373 -1.657 0.038 0.23
H 0.104 0.099 -1.967 0.25
H -0.895 1.612 0.343 0.21

Entry 2:
10
Properties=species:S:1:pos:R:3:nbo_charge:R:1 method="wB97M-V/def2-TZVPD" e_homo_ev="-9.1172 / -8.1397" e_lumo_ev="-0.638 / -1.853" relative_energy_ev=3.311 multiplicity=1 total_energy_ev=-215330.0748
C -0.530 -0.006 -1.404 0.20
C -0.099 -1.178 -0.765 -0.23
C 0.435 0.910 1.649 -0.46
O -1.395 0.773 -0.928 -0.53
Br 1.361 -1.965 -1.710 0.06
Br 0.041 -0.304 2.944 0.15
Br -0.855 2.104 1.035 0.26
H -0.058 0.198 -2.364 0.15
H -0.301 -1.659 0.131 0.22
H 1.400 1.126 1.412 0.19

Entry 3:
9
Properties=species:S:1:pos:R:3:nbo_charge:R:1 method="wB97M-V/def2-TZVPD" e_homo_ev=-10.3114 smiles=Cl[C@H]1C[C@]1(Cl)Br e_lumo_ev=0.266 relative_energy_ev=0.536 multiplicity=1 total_energy_ev=-98245.4105
C 0.550 0.439 -0.542 -0.44
C 0.428 -0.324 0.691 -0.29
C -0.772 -0.149 -0.160 -0.08
Cl 1.268 -1.788 0.997 0.04
Cl -1.390 -1.506 -1.099 0.03
Br -2.251 1.125 0.336 0.03
H 0.553 1.520 -0.389 0.23
H 1.174 0.286 -1.313 0.24
H 0.439 0.396 1.478 0.24

Entry 4:
10
Properties=species:S:1:pos:R:3:nbo_charge:R:1 method="wB97M-V/def2-TZVPD" e_homo_ev=-10.0313 smiles="C[C@@](Cl)(Br)C(=O)Cl" e_lumo_ev=0.060 relative_energy_ev=0.988 multiplicity=1 total_energy_ev=-100293.1755
C -1.177 -1.197 0.138 0.55
C 1.194 0.422 -0.128 -0.66
C -0.291 0.461 0.291 -0.16
O -2.195 -1.384 0.683 -0.47
Cl -0.240 -2.218 -0.936 -0.02
Cl -0.567 1.070 1.781 0.11
Br -1.320 1.493 -1.198 -0.04
H 1.686 0.046 0.722 0.22
H 1.606 1.383 -0.348 0.24
H 1.305 -0.076 -1.005 0.23

Entry 5:
10
Properties=species:S:1:pos:R:3:nbo_charge:R:1 method="wB97M-V/def2-TZVPD" e_homo_ev="-9.8692 / -8.4630" e_lumo_ev="-0.293 / -4.152" relative_energy_ev=3.024 multiplicity=1 total_energy_ev=-79452.8600
C -2.269 -0.158 1.381 0.58
C -0.640 0.333 0.023 -0.31
C -0.792 0.027 1.466 0.35
N -2.103 0.318 0.069 -0.63
O -3.188 -0.487 2.005 -0.54
F 0.057 0.188 2.488 -0.29
Br 2.299 2.342 -1.259 0.01
H -0.043 1.215 -0.305 0.22
H -0.380 -0.643 -0.614 0.19
H -2.605 0.680 -0.725 0.41

Entry 6:
8
Properties=species:S:1:pos:R:3:nbo_charge:R:1 method="wB97M-V/def2-TZVPD" e_homo_ev="-8.9418 / -8.9411" e_lumo_ev="-1.271 / -1.270" relative_energy_ev=2.721 multiplicity=1 total_energy_ev=-75245.8093
C 0.300 0.431 -0.003 0.36
C 1.398 -0.234 -0.596 -0.08
C -1.050 -0.220 0.076 -0.70
O 0.484 1.645 0.136 -0.52
Br 3.018 -0.508 0.128 0.23
H -1.747 0.492 0.510 0.24
H -1.014 -1.124 0.674 0.23
H -1.389 -0.482 -0.925 0.25

Entry 7:
9
Properties=species:S:1:pos:R:3:nbo_charge:R:1 method="wB97M-V/def2-TZVPD" e_homo_ev=-10.3324 smiles="O=CC(Br)C=O" e_lumo_ev=-0.080 relative_energy_ev=1.675 multiplicity=1 total_energy_ev=-77294.5893
C -0.543 -1.162 -0.260 0.39
C 0.742 0.979 -0.358 0.44
C -0.226 0.194 0.517 -0.48
O 0.155 -2.130 -0.043 -0.50
O 0.779 2.074 -0.535 -0.45
Br -1.615 1.559 0.864 0.05
H -1.314 -1.481 -0.927 0.17
H 1.561 0.248 -0.630 0.09
H 0.460 -0.281 1.372 0.29

Entry 8:
9
Properties=species:S:1:pos:R:3:nbo_charge:R:1 method="wB97M-V/def2-TZVPD" e_homo_ev="-8.6220 / -8.6222" e_lumo_ev="-0.999 / -0.998" relative_energy_ev=0.000 multiplicity=1 total_energy_ev=-94868.9478
C 0.015 0.110 2.084 -0.23
C 0.847 0.932 1.746 -0.27
C 0.121 0.078 -1.504 -0.58
S -1.973 -2.026 -1.652 -0.40
S -1.511 -0.128 -1.614 0.54
Br 1.336 -1.286 -1.566 0.20
H -0.915 -0.462 2.180 0.25
H 1.661 1.670 1.636 0.25
H 0.418 1.112 -1.311 0.25

Entry 9:
9
Properties=species:S:1:pos:R:3:nbo_charge:R:1 method="wB97M-V/def2-TZVPD" e_homo_ev=-8.8312 e_lumo_ev=0.269 relative_energy_ev=3.264 multiplicity=1 total_energy_ev=-40723.0448
C 0.332 -0.211 0.232 -0.47
C -0.787 0.368 0.099 -0.07
C -2.212 -0.388 1.640 -0.28
Cl -3.521 0.725 1.495 0.03
Cl -2.607 -1.940 0.903 0.00
Cl -1.508 -0.610 3.207 0.05
H 1.271 0.021 -0.402 0.23
H 0.527 -1.071 0.918 0.24
H -1.527 1.210 -0.079 0.26

Entry 10:
9
Properties=species:S:1:pos:R:3:nbo_charge:R:1 method="wB97M-V/def2-TZVPD" e_homo_ev=-10.5906 smiles=C#CC(Cl)Cl.Cl e_lumo_ev=0.500 relative_energy_ev=1.779 multiplicity=1 total_energy_ev=-40724.5298
C -1.431 -0.785 -0.583 -0.18
C -0.712 -0.239 -1.425 -0.05
C 0.429 0.322 -2.073 -0.28
Cl 0.322 1.217 2.226 -0.25
Cl 0.612 1.939 -1.500 0.04
Cl 0.345 0.436 -3.898 -0.03
H -0.293 0.151 2.445 0.25
H -2.217 -1.223 0.013 0.25
H 1.216 -0.320 -1.774 0.25

Entry 11:
10
Properties=species:S:1:pos:R:3:nbo_charge:R:1 method="wB97M-V/def2-TZVPD" e_homo_ev=-9.5861 smiles="ClC(Cl)Cl.C=C=O" e_lumo_ev=-0.106 relative_energy_ev=3.197 multiplicity=1 total_energy_ev=-42770.7858
C 0.038 2.350 -0.132 0.71
C 0.657 1.266 0.196 -0.81
C -0.403 -1.424 -0.137 -0.38
O -0.700 3.202 -0.554 -0.47
Cl 0.261 -1.716 1.453 0.00
Cl -1.677 -2.652 -0.317 -0.01
Cl 0.944 -1.842 -1.251 0.06
H 1.459 0.857 -0.493 0.28
H -1.302 -0.626 0.247 0.34
H 0.723 0.584 0.987 0.28

Entry 12:
10
Properties=species:S:1:pos:R:3:nbo_charge:R:1 method="wB97M-V/def2-TZVPD" e_homo_ev=-8.8872 e_lumo_ev=0.405 relative_energy_ev=1.833 multiplicity=1 total_energy_ev=-51559.2001
C 0.909 0.058 0.526 -0.12
C 0.392 1.234 0.834 -0.17
C -0.359 -1.234 -0.482 -0.52
S -0.568 -0.344 -1.946 0.06
Cl 2.540 -0.311 0.445 0.07
Cl 1.206 2.593 1.594 0.03
Cl -1.353 1.319 0.976 0.00
H -1.128 -1.238 0.302 0.25
H 0.255 -2.212 -0.547 0.25
H -1.893 0.136 -1.703 0.15

Entry 13:
17
Properties=species:S:1:pos:R:3:nbo_charge:R:1 method="wB97M-V/def2-TZVPD" e_homo_ev="-13.5321 / -13.5316" total_charge=+1 e_lumo_ev="-7.605 / -10.697" multiplicity=2 total_energy_ev=-108909.0676
C 1.494 -12.233 -17.962 -0.21
Cl 2.119 -13.894 -17.778 0.06
Cl 1.092 -11.984 -19.665 0.09
Cl 0.138 -11.885 -16.926 0.10
Cl 2.890 -11.191 -17.464 -0.02
C 5.190 -12.029 -13.383 -0.26
Cl 4.671 -10.893 -12.183 0.08
Cl 6.858 -11.649 -13.698 0.03
Cl 5.069 -13.677 -12.883 0.12
Cl 4.235 -11.825 -14.881 0.03
C 6.141 -8.821 -15.944 -0.47
N 6.954 -7.613 -15.393 0.47
O 6.430 -6.876 -14.555 -0.09
O 8.102 -7.465 -15.923 0.18
H 6.504 -9.710 -15.428 0.30
H 6.117 -8.763 -17.032 0.28
H 5.118 -8.507 -15.733 0.29

Entry 14:
9
Properties=species:S:1:pos:R:3:nbo_charge:R:1 method="wB97M-V/def2-TZVPD" e_homo_ev=-10.0450 smiles="FC(F)=CCCl" e_lumo_ev=0.875 relative_energy_ev=0.224 multiplicity=1 total_energy_ev=-21116.3321
C -0.152 1.099 -0.206 -0.38
C 0.550 -0.233 -0.134 -0.40
C -0.029 -1.268 0.496 0.77
H -1.058 1.047 0.418 0.23
H 0.473 1.955 0.034 0.23
H 1.578 -0.349 -0.475 0.24
F 0.533 -2.467 0.616 -0.30
F -1.174 -1.253 1.134 -0.30
Cl -0.722 1.468 -1.882 -0.08

Entry 15:
9
Properties=species:S:1:pos:R:3:nbo_charge:R:1 method="wB97M-V/def2-TZVPD" e_homo_ev=-11.7670 smiles=N#CC[C@H](F)Cl e_lumo_ev=0.692 relative_energy_ev=0.000 multiplicity=1 total_energy_ev=-19889.1816
C -0.741 0.468 -0.307 0.24
C 0.150 -0.552 0.341 -0.55
C 1.543 -0.130 0.041 0.27
H -0.483 0.534 -1.342 0.19
H 0.019 -0.666 1.428 0.27
H -0.059 -1.535 -0.105 0.27
N 2.608 0.248 -0.235 -0.29
F -0.584 1.697 0.250 -0.33
Cl -2.453 -0.065 -0.071 -0.06